The following is a quantum chemistry calculation of C7H7I3Si as an isolated structure in a non-equilibrium geometry, from the OMol25 dataset.

Geometry as XYZ:
```
18
Properties=species:S:1:pos:R:3:nbo_charge:R:1
C -1.275 -1.051 -1.327 -0.22
C -0.789 0.232 -1.418 -0.19
C -0.858 -1.853 -0.325 -0.21
C 0.207 0.692 -0.630 -0.22
C 0.078 -1.383 0.588 -0.20
C 0.634 -0.136 0.427 -0.09
C 1.694 0.268 1.380 -0.59
Si 3.726 0.128 0.152 0.62
I 3.187 -1.463 -1.718 -0.16
I 4.187 2.440 -0.862 -0.18
I 5.614 -0.701 1.507 -0.13
H -2.125 -1.429 -1.998 0.22
H -1.377 0.888 -2.132 0.22
H -1.020 -2.936 -0.223 0.22
H 0.881 1.498 -0.887 0.23
H 0.558 -1.942 1.380 0.21
H 1.785 1.335 1.789 0.24
H 2.004 -0.278 2.273 0.23
```

energy above the lowest of the compared OMol25 structures with the same formula, charge and spin: 0.000 eV
orbital gap: 7.561 eV
M: 499.93 g/mol
strongest force on any atom: 4.0 eV Å⁻¹

***

The following is a quantum chemistry calculation of a 2-piece molecular cluster, C7H7IOS overall in a non-equilibrium geometry, from the OMol25 dataset.

Geometry as XYZ:
```
17
Properties=species:S:1:pos:R:3:nbo_charge:R:1
C -0.742 0.568 1.519 -0.27
C -0.949 0.913 0.180 -0.18
C -0.365 -0.638 2.036 -0.10
C -0.492 0.045 -0.809 -0.14
C 1.647 2.261 -2.446 0.37
C -0.305 -1.831 0.899 -0.43
C 0.088 -1.320 -0.456 -0.47
O 2.110 2.740 -3.416 -0.48
S -0.552 0.409 -2.490 0.03
I 2.061 2.644 -0.435 0.13
H -0.992 1.499 2.131 0.22
H -1.284 1.852 -0.020 0.22
H 0.000 -0.939 3.009 0.22
H 0.311 -2.746 1.144 0.22
H -1.369 -2.132 0.752 0.21
H -0.384 -2.076 -0.980 0.23
H 1.217 -1.250 -0.620 0.22
```

energy above the lowest of the compared OMol25 structures with the same formula, charge and spin: 0.853 eV
orbital gap (alpha / beta): 6.825 / 6.386 eV
M: 266.10 g/mol
strongest force on any atom: 4.3 eV Å⁻¹